2 unconnected molecules or ions with the total composition C2H9NO in a non-equilibrium geometry. Source: the OMol25 dataset; level of theory: ωB97M-V/def2-TZVPD.

## Properties
**Energy above the lowest of the compared OMol25 structures with the same formula, charge and spin**: 107.0 kJ/mol
**Calculated total energy**: -211.54434 Ha
**Gap between HOMO and LUMO**: 10.229 eV
**Total charge**: 0
**Strongest force on any atom**: 4.88 eV Å⁻¹

Element x y z (Å)
C: 1.215 -3.695 -2.108
H: 0.296 -4.060 -2.470
H: 1.661 -4.720 -1.783
H: 1.071 -2.978 -1.287
H: 1.867 -3.357 -2.912
N: 0.329 2.406 0.774
C: -0.804 2.519 1.830
O: -1.814 1.719 1.354
H: 0.696 1.516 0.679
H: -0.099 2.753 -0.062
H: -0.557 2.160 2.871
H: -1.190 3.532 1.790
H: -2.671 2.204 1.322